{
  "formula": "C42H46BF15O18S4",
  "method": "wB97M-V/def2-TZVPD",
  "homo_lumo_gap_ev": 7.530,
  "e_above_lowest_kj_mol": 126.8,
  "total_charge": 0,
  "total_energy_ev": -165937.89804,
  "spin_multiplicity": 1,
  "species": ["S", "S", "S", "S", "F", "F", "F", "F", "F", "F", "F", "F", "F", "F", "F", "F", "F", "F", "F", "O", "O", "O", "O", "O", "O", "O", "O", "O", "O", "O", "O", "O", "O", "O", "O", "O", "O", "C", "C", "C", "C", "C", "C", "C", "C", "C", "C", "C", "C", "C", "C", "C", "C", "C", "C", "C", "C", "C", "C", "C", "C", "C", "C", "C", "C", "C", "C", "C", "C", "C", "C", "C", "C", "C", "C", "C", "C", "C", "C", "B", "H", "H", "H", "H", "H", "H", "H", "H", "H", "H", "H", "H", "H", "H", "H", "H", "H", "H", "H", "H", "H", "H", "H", "H", "H", "H", "H", "H", "H", "H", "H", "H", "H", "H", "H", "H", "H", "H", "H", "H", "H", "H", "H", "H", "H", "H"],
  "coordinates": [[5.11985, -1.04438, 1.45784], [-1.19116, -2.56537, -0.08345], [4.75528, -7.31933, -2.61118], [1.95016, 1.15990, -4.15196], [-8.51510, -0.61969, 3.07703], [-1.51887, 4.69451, -3.92846], [5.28975, 8.21114, 3.22635], [-3.01200, -2.21061, 4.20722], [-6.69008, 2.87721, 8.58830], [-7.89055, 0.14036, 1.15858], [0.20235, 3.50900, -3.41432], [-8.96031, 1.41250, 2.52821], [5.46337, 6.54626, 4.58462], [-7.33894, 0.87566, 8.10323], [-0.11765, 5.41727, -2.46147], [-2.58142, -4.24540, 4.73950], [7.11927, 7.08092, 3.30638], [-6.63162, 1.32731, 10.08484], [-1.95624, -3.49038, 2.82582], [7.74438, -0.12638, -1.07240], [-4.76983, -4.98349, 3.26888], [1.66250, 5.05666, -5.11232], [3.90215, -5.94946, 0.10440], [-0.02194, 6.54148, -5.13276], [-4.09064, 1.07002, 9.12535], [-0.05866, -4.50180, -1.96570], [-10.68281, -1.38683, 1.61217], [1.71993, -6.37381, 1.04799], [5.70982, 1.35241, -2.88842], [5.97546, 4.93348, 2.23722], [7.44450, 1.13346, 0.75260], [4.27256, 6.25842, 1.61590], [4.70739, 1.33251, -4.92733], [-10.70211, 0.64944, 0.66621], [-4.92201, 1.18591, 7.04268], [-4.75775, -2.93940, 2.33854], [2.68646, -1.50467, -5.06350], [5.23958, 6.03469, 2.28186], [2.86591, -3.35372, -3.62626], [0.60287, 5.44588, -4.72218], [4.64059, 1.46730, -3.73050], [-13.12416, 0.52814, 0.88182], [0.62838, -2.22938, -2.21364], [3.29064, 1.75261, -3.04149], [6.81758, -2.12649, -2.09965], [0.42714, 6.74232, -7.51698], [-11.92637, 0.33092, -0.02228], [-0.24164, -1.63743, -1.30806], [-5.98726, -3.22997, 1.64581], [0.66003, 7.31716, -6.13624], [2.72093, -5.44323, -2.47195], [7.39189, 0.04037, 0.24279], [-3.32365, -0.56930, 6.49999], [5.78533, 6.98262, 3.35783], [0.82802, -3.73982, -2.27656], [3.96569, -5.76687, -2.99605], [-4.99846, 1.23377, 8.36698], [6.05338, 4.24090, -0.09553], [4.07532, -3.69252, -4.16863], [-3.61834, 0.91522, 6.49457], [-0.21704, 4.75725, -3.62491], [-6.43157, 1.57752, 8.79359], [1.11084, 0.00526, -3.04202], [4.64670, -4.90260, -3.83819], [-0.44109, -0.27925, -1.28360], [6.92080, -1.14492, 1.10417], [-10.20498, -0.30546, 1.44022], [2.02979, -6.44048, -1.55423], [6.60182, -0.61556, -1.83503], [2.30095, -2.00375, -4.02969], [-2.94981, -3.46247, 3.72890], [1.31864, -1.36268, -3.07270], [6.50187, 0.16886, -3.14822], [0.21773, 0.56682, -2.14333], [-8.88376, 0.16231, 2.06202], [2.16860, -4.20316, -2.78055], [-4.27701, -3.90865, 3.10431], [-7.18190, -3.01794, 2.55166], [5.55129, 3.92624, 1.29681], [2.55029, -6.23580, -0.05512], [-3.63726, 1.28687, 5.47150], [7.13582, 4.37107, -0.09002], [-2.37283, -0.77110, 6.01231], [4.03697, -5.21443, 0.71349], [-6.03084, -2.54031, 0.80440], [7.49385, 0.53404, -3.43480], [-11.98228, 1.01203, -0.86930], [4.63276, -3.04294, -4.83639], [-5.96460, -4.23920, 1.23535], [6.06872, -0.47351, -3.91665], [7.86803, -2.41520, -2.00208], [-11.88647, -0.68180, -0.42224], [5.79782, 3.43528, -0.78442], [6.24505, -2.68941, -1.35327], [3.20638, 1.21911, -2.08898], [0.24491, 8.32141, -6.07524], [4.46705, 3.81543, 1.31884], [-0.64105, 6.65405, -7.71887], [-8.11207, -3.16038, 2.00129], [0.85609, 5.74394, -7.60354], [6.49258, -2.41149, -3.10352], [0.05120, 1.63527, -2.15416], [-2.85468, 1.47915, 7.02966], [1.80650, -5.57795, 1.58744], [-3.27854, -0.95579, 7.51884], [-13.13172, 1.53910, 1.29084], [4.53927, -1.28078, 0.25663], [-13.09658, -0.16164, 1.72541], [-7.16520, -3.71741, 3.38885], [3.16550, 2.82197, -2.83769], [-14.04909, 0.36253, 0.33026], [0.94586, -6.44714, -1.63907], [5.60756, -5.20472, -4.24236], [-1.14148, 0.15394, -0.57472], [5.98000, 2.98672, 1.63873], [5.94973, -7.20638, -3.22926], [7.40121, -1.10883, 2.08295], [0.87941, 7.37967, -8.27622], [1.72219, 7.39045, -5.90489], [5.70172, -0.41977, -1.24652], [-0.22962, -2.91203, 0.80570], [-7.16389, -2.02621, 2.96611], [-4.11000, -1.11521, 5.98325], [7.14374, -2.11876, 0.66056], [2.36957, -7.44791, -1.85530], [5.61758, 5.16871, -0.46914]]
}